Record 1
DFT (ωB97M-V/def2-TZVPD) results for one molecule with the formula C24H28N4O3S at a distorted geometry.

XYZ file:
```
60
Properties=species:S:1:pos:R:3:forces:R:3
O 0.6195 0.5975 -2.6801 -0.167 0.314 -0.262
C 0.8947 -0.0937 -1.7185 -0.190 -0.334 0.434
N 2.1057 -0.6976 -1.6114 0.368 -0.060 -0.158
C 3.0524 -0.4809 -2.6910 -0.021 0.323 -0.300
H 3.7439 -1.3251 -2.7235 -0.034 -0.001 0.023
H 2.4900 -0.4372 -3.6278 0.127 -0.098 0.071
C 3.8205 0.8411 -2.5200 -0.086 -0.255 -0.019
C 4.4965 0.8965 -1.1818 0.039 0.125 -0.102
C 3.9004 1.5652 -0.1202 0.027 -0.016 -0.053
C 4.4866 1.5638 1.1334 -0.029 0.014 0.114
C 5.6800 0.8933 1.3410 0.026 -0.004 0.122
C 6.2868 0.2304 0.2874 0.081 -0.080 0.016
C 5.6975 0.2312 -0.9643 -0.022 0.048 0.001
H 6.1760 -0.2860 -1.7846 0.052 -0.054 -0.098
H 7.2222 -0.2877 0.4417 0.075 -0.036 0.013
H 6.1394 0.8923 2.3184 0.039 0.007 0.076
H 4.0127 2.0897 1.9498 -0.033 0.050 0.067
H 2.9721 2.0940 -0.2832 -0.107 0.069 -0.037
H 4.5536 0.9189 -3.3247 -0.002 0.066 -0.037
H 3.1073 1.6600 -2.6152 0.023 0.007 -0.066
C 2.5111 -1.5275 -0.4993 -0.104 -0.163 0.224
C 1.8277 -2.8773 -0.4651 0.079 -0.077 0.021
C 1.2962 -3.4476 -1.6140 0.043 0.077 0.055
C 0.6861 -4.6888 -1.5620 -0.023 -0.070 -0.035
C 0.6057 -5.3761 -0.3633 -0.049 -0.093 -0.002
C 1.1383 -4.8160 0.7858 0.001 -0.047 0.075
C 1.7440 -3.5735 0.7347 0.041 0.065 -0.091
H 2.1568 -3.1357 1.6329 0.034 0.057 0.116
H 1.0790 -5.3462 1.7248 -0.013 -0.047 0.079
H 0.1293 -6.3441 -0.3235 -0.046 -0.080 0.004
H 0.2730 -5.1199 -2.4617 -0.039 -0.043 -0.079
H 1.3499 -2.9131 -2.5507 -0.007 0.070 -0.105
H 2.3457 -1.0074 0.4500 0.073 -0.066 -0.039
H 3.5914 -1.6840 -0.5796 -0.130 0.131 0.056
C -0.0940 -0.3096 -0.5771 -0.114 0.296 -0.273
H 0.0667 -1.2844 -0.1087 0.020 0.069 0.021
C 0.0785 0.7987 0.4694 -0.036 -0.273 0.177
C -0.9346 0.5957 1.5945 0.549 0.383 0.210
N -2.2949 0.5660 1.1010 -0.403 0.957 0.012
S -2.9909 2.0620 0.8220 -0.671 -0.449 0.347
O -2.9438 2.4661 -0.5494 -0.096 -0.267 -0.019
O -2.4983 2.9583 1.8321 0.100 -0.123 0.138
C -4.6646 1.7071 1.2804 0.442 0.190 -0.319
C -5.7851 1.1802 0.6917 0.485 0.156 -0.206
N -6.7921 1.1220 1.5948 -0.518 -0.170 0.017
C -6.3100 1.6033 2.7095 0.103 0.016 0.086
N -5.0182 1.9686 2.5745 0.124 0.056 0.195
H -4.3908 2.4036 3.2331 -0.130 -0.001 0.084
H -6.8649 1.6977 3.6210 -0.020 0.092 0.252
H -5.9242 0.8564 -0.3193 0.065 -0.046 -0.255
C -2.5199 -0.3937 0.0387 -0.126 -0.261 -0.519
C -1.5268 -0.2476 -1.1117 0.057 -0.079 0.094
H -1.6905 -1.0447 -1.8387 -0.035 0.003 -0.038
H -1.6827 0.7102 -1.6093 0.039 -0.126 -0.052
H -2.4456 -1.3944 0.4804 -0.104 0.077 0.000
H -3.5406 -0.2413 -0.3145 -0.024 -0.271 -0.064
H -0.7466 -0.3522 2.1115 -0.059 0.059 -0.012
H -0.8826 1.4142 2.3132 0.176 -0.197 0.075
H -0.1058 1.7659 -0.0033 0.105 0.058 -0.041
H 1.0888 0.7999 0.8835 0.043 0.051 0.009
```
Positions in Å, forces in eV/Å.

Properties
- Orbital gap: 9.68 eV
- HOMO: -9.16 eV
- Charge: 0
- E_tot: -48281.2057 eV
- E_LUMO: 0.52 eV
- Energy relative to the best compared isomer or geometry (same formula, charge and spin): 92.0 kJ/mol

Record 2
DFT (ωB97M-V/def2-TZVPD) results for a 2-piece molecular cluster, C24H28N4O4 overall at a distorted geometry.

XYZ file:
```
60
Properties=species:S:1:pos:R:3:forces:R:3
O 3.7455 -3.7841 -3.0243 0.199 0.100 -0.177
O -1.6699 -3.0352 -1.3416 0.372 0.312 0.526
N 0.8612 5.4288 1.4548 0.753 -0.687 -0.875
O 5.2201 0.6630 1.7708 0.302 0.426 -0.618
O -1.6734 2.8040 1.7066 0.267 0.618 -0.027
C 2.8555 -3.7907 -2.1897 1.327 -1.162 -0.320
C -0.6424 -3.2477 -1.9734 -0.652 0.412 0.547
C 1.6725 4.9280 0.5126 -0.425 -0.930 -0.164
C -0.1818 4.6889 1.8158 -0.127 0.585 -0.056
C 1.4448 3.6865 -0.0914 0.240 0.505 0.175
C -6.3731 1.3385 2.2404 0.439 0.021 -0.120
C -6.0565 2.3220 1.2979 0.414 -0.228 0.138
C -5.3681 0.5005 2.7347 0.165 0.340 -0.319
C 0.3324 2.9252 0.2762 -0.412 0.584 0.738
C 3.2319 -0.6884 1.7960 -0.465 0.214 -1.198
C 3.8550 0.5863 -0.1930 -0.448 -0.494 0.424
C -4.7367 2.4674 0.8529 -0.135 -0.363 0.366
C -4.0484 0.6470 2.2879 -0.378 0.342 -0.197
C 2.0863 -1.1626 1.1277 0.968 0.862 -0.497
C 2.7095 0.1096 -0.8583 0.479 -0.404 1.475
C -0.5305 3.4412 1.2556 0.657 -0.941 -0.982
C 4.1166 0.1917 1.1349 -1.022 -0.609 -0.041
C -3.7199 1.6302 1.3403 -0.382 -0.053 0.276
C 1.8221 -0.7627 -0.1974 0.233 -0.113 -0.106
N -0.9410 5.2785 2.7797 -1.060 -0.374 0.535
N -0.7748 -3.8980 -3.1402 0.615 -0.532 -1.145
N 1.8966 -2.8684 -2.2345 -1.922 0.641 0.720
C 2.8273 -4.8707 -1.1277 -0.095 0.322 -0.127
C -2.2937 1.8119 0.8738 -0.113 0.054 0.084
C 0.2191 -4.3612 -4.1102 0.126 0.221 0.298
C 0.5894 -1.2871 -0.9111 -0.124 0.248 0.305
C 0.7048 -2.7494 -1.3797 0.581 0.029 -0.422
H 5.2465 0.3997 2.6908 -0.183 -0.186 0.162
H 2.5413 5.5055 0.2125 -0.148 0.135 0.151
H 2.1415 3.3203 -0.8369 -0.085 -0.001 0.063
H -7.3952 1.2281 2.5903 0.129 0.003 -0.058
H -6.8333 2.9761 0.9134 0.107 -0.080 0.036
H -5.6101 -0.2633 3.4677 0.045 0.094 -0.096
H 0.1654 1.9552 -0.1808 -0.076 0.098 0.074
H 3.4298 -0.9927 2.8123 0.054 -0.023 0.157
H 4.5449 1.2530 -0.6882 0.060 0.061 -0.001
H -4.4987 3.2415 0.1294 0.025 -0.086 0.030
H -3.2740 -0.0017 2.6866 -0.035 0.061 -0.091
H 1.4054 -1.8322 1.6349 -0.064 -0.034 0.056
H 2.5188 0.4101 -1.8786 -0.028 0.047 -0.070
H -1.8853 4.9135 2.8513 0.229 0.384 0.174
H -0.7850 6.2758 2.8617 -0.219 -0.325 0.037
H -1.7367 -4.1167 -3.3534 0.039 0.083 0.217
H 2.0191 -2.1734 -2.9525 0.077 0.049 -0.082
H 2.9151 -4.4109 -0.1451 -0.133 -0.096 0.176
H 3.6702 -5.5422 -1.2870 -0.107 0.175 -0.074
H 1.8982 -5.4311 -1.2028 -0.131 -0.103 0.223
H -1.7480 0.8654 0.9431 0.039 0.051 0.051
H -2.2926 2.1280 -0.1745 0.129 0.129 0.065
H -0.2804 -4.8958 -4.9198 -0.089 0.099 0.197
H 0.9244 -5.0457 -3.6365 0.063 0.054 -0.199
H 0.7587 -3.5161 -4.5410 0.072 -0.223 -0.052
H -0.2548 -1.1928 -0.2263 -0.157 -0.173 -0.230
H 0.3759 -0.6550 -1.7746 -0.052 0.053 -0.091
H 0.8583 -3.3455 -0.4820 0.062 -0.194 -0.040
```
Positions in Å, forces in eV/Å.

Properties
- Orbital gap: 8.31 eV
- HOMO: -7.77 eV
- Charge: 0
- E_tot: -39493.4248 eV
- E_LUMO: 0.54 eV
- Energy relative to the best compared isomer or geometry (same formula, charge and spin): 270.1 kJ/mol